Record 1
9
Properties=species:S:1:pos:R:3:nbo_charge:R:1 method="wB97M-V/def2-TZVPD" smiles="NCN=C=O" e_above_lowest_ev=0.9823 total_energy_ha=-263.3272 charge=0
C -1.686 -0.110 0.923 0.82
H 0.782 1.418 -0.503 0.36
N 1.240 0.595 -0.172 -0.80
H 1.487 0.724 0.748 0.38
H 0.923 -1.532 -0.577 0.20
C 0.494 -0.411 -0.638 0.02
H 0.204 -0.256 -1.601 0.20
O -2.548 0.042 1.693 -0.56
N -0.896 -0.471 0.128 -0.61

Record 2
9
Properties=species:S:1:pos:R:3:nbo_charge:R:1 method="wB97M-V/def2-TZVPD" e_above_lowest_ev=1.3835 total_energy_ha=-263.3124 charge=0
N 0.406 -0.300 0.024 -0.69
H -1.661 1.812 1.079 0.39
C 1.105 -0.769 -1.078 0.55
N -1.136 0.957 0.990 -0.82
H 0.556 -0.809 0.896 0.40
H -1.696 0.127 1.148 0.38
O 1.876 -1.695 -1.043 -0.56
H 0.800 -0.230 -1.990 0.13
C -0.250 0.906 -0.025 0.22

Record 3
9
Properties=species:S:1:pos:R:3:nbo_charge:R:1 method="wB97M-V/def2-TZVPD" e_above_lowest_ev=2.8991 total_energy_ha=-263.2567 charge=0
H 2.007 -1.542 0.640 0.47
H 0.742 1.630 0.296 0.39
H -1.342 0.202 -2.277 0.35
C 0.275 -0.530 0.752 0.15
N -1.161 -0.353 -1.448 -0.66
N 0.657 0.668 0.004 -0.63
C -0.376 0.040 -0.583 0.46
H -0.359 -0.366 1.621 0.16
O 1.238 -1.571 1.223 -0.70

Number 1: HOMO-LUMO gap 0.388 Ha. Number 2: HOMO-LUMO gap 0.362 Ha. Number 3: HOMO-LUMO gap 0.367 Ha.